97
Properties=species:S:1:pos:R:3:forces:R:3 method="wB97M-V/def2-TZVPD" orbital_gap_ev=8.512 de_lowest_kj_mol=169.7 lumo_energy_ev=-0.1 largest_force_ev_per_a=6.97 e_homo_ev=-8.61
C -5.112 -1.673 0.043 1.673 0.357 -0.086
C -3.814 -1.228 -0.687 -0.556 1.084 1.263
O -4.085 -0.083 -1.516 -0.816 -0.362 -0.842
H -4.815 -2.329 0.827 0.264 -1.085 0.480
H -5.767 -2.199 -0.620 -0.653 -0.119 -0.315
H -5.585 -0.879 0.620 -0.210 0.315 -0.687
H -3.258 -1.990 -1.214 -0.247 -0.485 -0.331
H -3.084 -0.833 0.039 -0.273 -0.365 -0.118
H -4.813 -0.320 -2.134 0.849 0.290 0.563
C 1.021 -1.802 5.048 -0.732 0.588 1.566
C 1.535 -1.367 3.682 -0.093 -0.933 -0.513
O 0.626 -1.491 2.583 0.348 -0.110 0.732
H -0.017 -1.642 5.345 -0.582 0.280 -1.246
H 1.408 -1.255 5.927 0.903 0.130 -0.729
H 1.131 -2.812 5.340 0.528 -1.404 -0.277
H 2.484 -1.877 3.409 -0.615 -0.275 0.356
H 1.828 -0.372 3.797 0.309 1.984 -0.037
H 0.482 -0.615 2.150 0.224 -0.245 0.394
C -0.233 1.884 4.004 -0.643 -0.189 -0.802
C -0.583 1.808 2.505 -0.025 -1.850 0.962
O 0.494 1.137 1.848 -0.061 0.176 0.065
H -0.014 0.912 4.354 -0.009 -1.378 0.403
H -1.083 2.237 4.561 -0.386 0.292 0.260
H 0.642 2.441 4.297 0.288 0.694 -0.513
H -0.723 2.786 2.175 -0.007 1.863 -0.993
H -1.576 1.302 2.312 1.164 0.227 0.477
H 0.462 1.162 0.856 -0.064 0.266 0.915
C -0.341 0.311 -0.938 -0.775 -5.005 2.426
O -0.431 -0.885 -0.445 -0.196 3.476 -1.520
N 0.730 1.010 -0.820 4.660 2.245 0.173
N -1.295 1.020 -1.475 -4.991 -0.092 -0.927
H 1.643 0.608 -0.621 -0.008 -0.444 0.267
H 0.836 1.980 -1.171 -0.688 -0.955 -0.084
H -2.279 0.699 -1.371 1.055 -0.045 -0.476
H -1.285 2.021 -1.615 0.501 -0.340 -0.105
C 3.976 -0.451 0.348 -2.553 5.868 -2.753
O 3.310 0.650 -0.031 2.506 -4.070 0.883
N 3.974 -0.766 1.586 1.182 -2.463 4.141
N 4.680 -1.188 -0.490 1.249 -0.354 -2.298
H 3.609 -0.099 2.223 -0.523 0.350 0.393
H 4.413 -1.629 1.998 -0.743 1.484 -0.937
H 4.672 -0.883 -1.478 0.179 0.085 0.609
H 5.441 -1.781 -0.172 -0.323 0.294 -0.058
C 2.413 3.629 -0.959 -0.111 1.487 -0.156
O 1.279 3.400 -1.776 -0.691 0.906 -1.518
H 3.132 2.846 -0.831 -0.533 -1.345 -0.060
H 2.020 3.969 -0.026 0.342 0.253 1.022
H 3.015 4.375 -1.423 0.426 1.102 -0.176
H 0.921 4.238 -2.193 0.926 -1.578 0.858
C -2.420 -2.082 2.815 1.649 0.446 0.233
O -1.485 -3.120 3.064 -2.635 -1.874 0.747
H -2.353 -1.289 3.581 -0.261 -0.239 -0.062
H -3.453 -2.395 2.683 0.174 -0.542 0.233
H -2.033 -1.680 1.905 -0.420 1.025 -1.010
H -0.639 -2.754 3.225 1.230 1.060 -0.201
C 1.286 -1.665 -3.346 0.378 -0.678 0.221
O 1.503 -1.013 -4.588 0.894 1.247 1.133
H 1.727 -1.360 -2.380 0.439 1.163 -0.665
H 1.748 -2.609 -3.457 -0.190 -1.537 -0.025
H 0.251 -1.697 -3.135 -1.273 -0.523 0.148
H 1.754 -0.131 -4.275 -0.352 0.158 -0.969
C -0.734 1.814 -4.808 0.000 -0.939 -1.083
O 0.278 1.531 -3.922 1.266 0.243 1.428
H -0.284 1.936 -5.791 -0.082 0.761 -0.037
H -1.353 2.612 -4.444 -0.389 0.717 -0.306
H -1.307 0.919 -4.931 -1.049 -0.565 -0.104
H -0.163 1.395 -3.070 0.342 -0.215 -0.260
C -1.325 -4.208 -0.052 -0.320 -2.887 -1.208
O -0.825 -3.378 -1.075 -1.259 -2.442 -0.405
H -2.242 -3.888 0.450 0.159 0.448 -0.008
H -0.614 -4.589 0.701 0.073 0.868 -0.054
H -1.583 -5.198 -0.574 -0.009 1.294 0.541
H -0.406 -2.659 -0.679 0.982 2.323 0.876
C 2.125 -3.091 0.113 0.874 -0.051 1.514
O 3.227 -3.399 -0.690 1.700 0.148 -2.264
H 1.795 -2.098 -0.198 -1.466 -0.454 0.025
H 2.693 -2.872 1.008 -1.148 -0.053 1.515
H 1.409 -3.973 0.319 1.038 1.790 -0.899
H 3.760 -2.523 -0.767 -1.575 -2.517 0.045
C 3.611 1.199 -3.342 -1.333 3.007 1.736
O 4.587 0.292 -3.044 -0.390 -2.515 0.562
H 2.667 1.017 -2.778 0.754 -0.330 -0.570
H 3.405 1.424 -4.370 -0.085 -0.599 -0.873
H 3.960 2.172 -2.927 -0.449 -0.111 -0.195
H 5.396 0.607 -3.374 1.624 0.475 -0.662
C -4.234 1.043 1.838 1.382 1.220 1.646
O -3.642 2.342 1.959 0.584 -0.831 1.644
H -3.880 0.378 2.636 0.440 0.301 -0.343
H -4.133 0.635 0.900 0.709 -0.902 -2.029
H -5.238 1.145 2.003 -2.911 0.213 0.486
H -3.707 2.864 1.185 -0.364 0.323 -1.309
C -1.734 4.051 -0.659 1.223 1.867 -0.342
O -1.865 3.550 -1.949 -2.516 1.175 -2.841
H -2.638 4.600 -0.412 -0.064 -0.305 0.888
H -0.916 4.784 -0.767 -0.185 0.092 0.929
H -1.380 3.261 -0.013 -0.452 -0.104 0.527
H -2.538 4.146 -2.438 1.798 -1.753 0.998

***

25
Properties=species:S:1:pos:R:3:forces:R:3 method="wB97M-V/def2-TZVPD" orbital_gap_ev="6.304 / 9.094" s2=3.753 de_lowest_kj_mol=0.0 lumo_energy_ev="0.6 / 0.3" multiplicity=4 largest_force_ev_per_a=3.65 e_homo_ev="-5.67 / -8.78"
F -1.687 -2.210 -1.718 0.583 1.997 0.709
C -2.409 1.606 0.882 -0.266 0.179 0.072
O -1.394 0.903 0.177 -0.146 -0.381 0.172
C -1.868 0.120 -0.918 -0.713 0.120 -0.401
C -0.877 -0.973 -1.225 -2.308 -2.523 -1.268
O 1.346 0.213 -0.920 0.412 0.705 0.350
C 2.172 -0.602 -0.154 -0.373 -0.334 -0.059
C 2.394 -0.044 1.246 0.705 -0.084 0.137
O 1.149 0.516 1.662 -0.227 -0.300 0.164
C 1.056 0.847 3.034 0.122 0.111 0.301
Ni 0.502 1.635 0.076 0.610 0.313 -0.436
H -1.905 2.264 1.600 -0.155 -0.129 -0.232
H -3.014 2.208 0.187 0.163 -0.099 0.218
H -3.050 0.890 1.414 0.117 0.141 -0.145
H -1.993 0.760 -1.806 -0.148 -0.014 0.357
H -2.842 -0.319 -0.650 0.289 0.034 -0.062
H -0.376 -0.725 -2.170 0.831 -0.562 1.246
H -0.530 -1.417 -0.283 1.029 0.543 -0.821
H 3.162 -0.772 -0.618 -0.257 0.122 0.051
H 1.707 -1.601 -0.032 0.106 0.061 -0.048
H 3.170 0.741 1.258 -0.272 -0.082 -0.006
H 2.698 -0.836 1.949 -0.124 0.177 -0.129
H 0.071 1.302 3.190 0.307 -0.067 0.007
H 1.141 -0.063 3.643 -0.025 0.168 -0.134
H 1.854 1.550 3.319 -0.260 -0.096 -0.042